18
Properties=species:S:1:pos:R:3 method="wB97M-V/def2-TZVPD" homo_lumo_gap_ev=9.513 relative_energy_ev=2.926 max_force_ev_per_a=0.4 e_homo_ha=-0.318 total_energy_ev=-7424.3849
C -1.30811 0.11240 1.90840
C 0.04482 0.02928 1.21439
C 0.21117 -0.27451 -2.27067
C 1.19742 0.83070 -2.02119
C 0.32973 -1.36645 0.66984
O -1.00893 0.09970 -1.98363
H -2.10250 -0.09442 1.18343
H -1.48611 1.09913 2.35153
H -1.39106 -0.63832 2.70080
H 0.84579 0.33486 1.89543
H 0.06053 0.76349 0.40228
H 1.92148 0.49295 -1.26896
H 0.76380 1.79563 -1.69109
H 1.76850 0.98061 -2.94400
H 0.38608 -2.08857 1.48723
H 1.27308 -1.41993 0.11760
H -0.45941 -1.69943 -0.00800
H -1.07166 1.02315 -1.63897

18
Properties=species:S:1:pos:R:3 method="wB97M-V/def2-TZVPD" homo_lumo_gap_ev=10.919 relative_energy_ev=0.607 max_force_ev_per_a=0.4 smiles=COCC(C)C e_homo_ha=-0.360 total_energy_ev=-7426.7042
C 2.76056 0.26559 0.20013
O 1.45975 0.68136 -0.14108
C 0.52924 -0.38089 -0.15897
C -0.85995 0.18905 -0.41475
C -1.33469 0.99498 0.79194
C -1.83337 -0.92988 -0.78463
H 3.03501 -0.67239 -0.31835
H 2.86244 0.09878 1.28894
H 3.45368 1.06129 -0.10648
H 0.79314 -1.09841 -0.95881
H 0.53140 -0.93413 0.80364
H -0.76233 0.87034 -1.27020
H -0.62286 1.79106 1.02921
H -2.31495 1.44702 0.60742
H -1.41978 0.34886 1.67517
H -1.49023 -1.47490 -1.67236
H -1.93059 -1.65290 0.03621
H -2.82878 -0.52568 -1.00254